i | The molecule C4H9N. Source: the OMol25 dataset; level of theory: ωB97M-V/def2-TZVPD.

Results
SMILES ... C=C(N)CC
Kohn-Sham gap ... 9.17 eV
E_HOMO ... -8.04 eV

XYZ file:
```
14
C4H9N (ωB97M-V/def2-TZVPD)
C 0.9563 -1.4876 -0.3499
C -0.4135 -0.7766 -0.2895
C -0.3078 0.6824 0.1263
C -0.7470 0.9740 1.3515
N -0.0719 1.6671 -0.8331
H 1.6484 -0.9145 0.2710
H 0.9299 -2.4781 0.1114
H 1.3528 -1.6422 -1.3493
H -0.9935 -0.9797 -1.1985
H -1.0449 -1.2783 0.4422
H -0.9625 0.3265 2.1857
H -0.9182 2.0137 1.6495
H 0.3338 1.3635 -1.6958
H 0.2381 2.5298 -0.4214
```

Atom charges from the natural (NBO) analysis, given in e for atoms 1 to 8: number 1, C, carries -0.61; number 2, C, carries -0.45; number 3, C, carries 0.19; number 4, C, carries -0.53; number 5, N, carries -0.82; number 6, H, carries 0.21; number 7, H, carries 0.21; number 8, H, carries 0.20


ii | A cluster of 2 separate species, C4H9N in total. Source: the OMol25 dataset; level of theory: ωB97M-V/def2-TZVPD.

Results
SMILES ... C=CN.C=C
Kohn-Sham gap ... 9.55 eV
E_HOMO ... -8.45 eV

XYZ file:
```
14
C4H9N (ωB97M-V/def2-TZVPD)
C -1.5655 2.1509 -0.9112
C -1.0693 0.9863 -1.3059
H -1.9214 2.8940 -1.6162
H -1.6630 2.4115 0.1327
H -1.0214 0.7308 -2.3547
H -0.6653 0.3025 -0.5737
C 1.6868 -1.2811 -0.1510
C 0.9159 -1.5971 0.8867
N 0.1187 -0.7389 1.6339
H 1.8110 -0.2684 -0.5073
H 2.2271 -2.0619 -0.6589
H 0.8555 -2.6395 1.1828
H 0.4385 0.2151 1.7090
H -0.1476 -1.1042 2.5338
```

Atom charges from the natural (NBO) analysis, given in e for atoms 1 to 8: number 1, C, carries -0.39; number 2, C, carries -0.38; number 3, H, carries 0.19; number 4, H, carries 0.19; number 5, H, carries 0.19; number 6, H, carries 0.20; number 7, C, carries -0.53; number 8, C, carries 0.01


iii | A cluster of 2 separate species, C4H9N in total. Source: the OMol25 dataset; level of theory: ωB97M-V/def2-TZVPD.

Results
SMILES ... C=CN.C=C
Kohn-Sham gap ... 9.44 eV
E_HOMO ... -8.25 eV

XYZ file:
```
14
C4H9N (ωB97M-V/def2-TZVPD)
C 1.5256 1.8708 4.3525
C 0.5903 1.7955 5.2947
H 1.9898 2.8028 4.0720
H 1.7815 0.9386 3.8974
H 0.1866 2.6558 5.7952
H 0.1222 0.8492 5.4732
C -0.1949 -2.1519 -2.5597
C -0.4875 -0.9290 -2.9981
N -1.3386 -0.6918 -4.0728
H -0.7603 -3.0153 -2.8672
H 0.5478 -2.2135 -1.7730
H -0.1019 -0.0047 -2.5846
H -1.9072 0.1354 -4.1506
H -1.8727 -1.4903 -4.3724
```

Atom charges from the natural (NBO) analysis, given in e for atoms 1 to 8: number 1, C, carries -0.39; number 2, C, carries -0.38; number 3, H, carries 0.20; number 4, H, carries 0.19; number 5, H, carries 0.19; number 6, H, carries 0.19; number 7, C, carries -0.54; number 8, C, carries 0.02


The structure with the greatest stability is i.


i | The molecule C4H9N. Source: the OMol25 dataset; level of theory: ωB97M-V/def2-TZVPD.

Results
SMILES ... C=C(C)CN
Kohn-Sham gap ... 10.31 eV
E_HOMO ... -9.33 eV

XYZ file:
```
14
C4H9N (ωB97M-V/def2-TZVPD)
C 1.0551 -0.3853 -1.4086
C -0.0481 -0.0766 -0.5137
C -1.2544 -0.3821 -0.8418
C 0.2387 0.2831 0.9429
H 1.5486 -1.4483 -1.3064
H 0.4733 -0.4114 -2.3278
H 1.7884 0.3840 -1.6079
H -1.9237 -0.1805 -0.0106
H -1.3318 -0.8257 -1.7282
H 0.7142 -0.6399 1.4319
H 1.2282 0.9732 1.0451
H -0.2580 0.7471 2.8106
H -1.3002 1.4251 1.6068
N -0.9304 0.5374 1.9077
```

Atom charges from the natural (NBO) analysis, given in e for atoms 1 to 8: number 1, C, carries -0.65; number 2, C, carries -0.01; number 3, C, carries -0.42; number 4, C, carries -0.26; number 5, H, carries 0.22; number 6, H, carries 0.22; number 7, H, carries 0.22; number 8, H, carries 0.22


ii | The molecule C4H9N. Source: the OMol25 dataset; level of theory: ωB97M-V/def2-TZVPD.

Results
SMILES ... NC1CCC1
Kohn-Sham gap ... 10.61 eV
E_HOMO ... -9.39 eV

XYZ file:
```
14
C4H9N (ωB97M-V/def2-TZVPD)
C -0.6073 0.2779 -0.2820
C 0.7133 -0.1640 -0.9252
C 0.8745 -1.1845 0.2440
C -0.0867 -0.2550 1.0699
H -0.5978 2.2406 -0.0064
H -2.0574 1.6044 -0.0060
H -1.3624 -0.4840 -0.5413
H 0.6332 -0.6044 -1.9210
H 1.4171 0.6194 -1.0541
H 1.9442 -1.2769 0.5737
H 0.5216 -2.1685 0.0182
H 0.4908 0.4896 1.5985
H -0.7395 -0.6743 1.7597
N -1.1436 1.5799 -0.5279
```

Atom charges from the natural (NBO) analysis, given in e for atoms 1 to 8: number 1, C, carries -0.04; number 2, C, carries -0.41; number 3, C, carries -0.40; number 4, C, carries -0.42; number 5, H, carries 0.34; number 6, H, carries 0.35; number 7, H, carries 0.17; number 8, H, carries 0.20


The structure with the greatest stability is ii.


i | The molecule C4H9N. Source: the OMol25 dataset; level of theory: ωB97M-V/def2-TZVPD.

Results
SMILES ... CN1CCC1
Kohn-Sham gap ... 9.95 eV
E_HOMO ... -8.72 eV

XYZ file:
```
14
C4H9N (ωB97M-V/def2-TZVPD)
C -1.7363 0.0100 0.0172
C 0.5051 1.0104 0.0375
C 1.5810 -0.0281 -0.0517
C 0.4300 -1.0571 -0.0500
H -2.2974 -0.7218 -0.5651
H -1.6606 -0.4494 1.0824
H -2.1678 1.0123 -0.2071
H 0.2142 1.5379 1.0401
H 0.5280 1.9100 -0.7329
H 1.9050 0.0642 -1.1247
H 2.4663 -0.1179 0.5573
H 0.1770 -1.1898 1.0430
H 0.5060 -2.0176 -0.5238
N -0.4503 0.0368 -0.5224
```

Atom charges from the natural (NBO) analysis, given in e for atoms 1 to 8: number 1, C, carries -0.41; number 2, C, carries -0.23; number 3, C, carries -0.43; number 4, C, carries -0.21; number 5, H, carries 0.20; number 6, H, carries 0.16; number 7, H, carries 0.21; number 8, H, carries 0.18


ii | A cluster of 2 separate species, C4H9N in total. Source: the OMol25 dataset; level of theory: ωB97M-V/def2-TZVPD.

Results
SMILES ... CN1C=C1.C
Kohn-Sham gap ... 9.53 eV
E_HOMO ... -8.36 eV

XYZ file:
```
14
C4H9N (ωB97M-V/def2-TZVPD)
C -2.3528 0.0930 -0.7871
C 0.2651 0.4630 1.1640
C 0.7637 -0.6448 1.5570
N 0.7598 -0.4395 0.0851
C 2.0573 -0.0326 -0.4652
H -3.1728 -0.0720 -0.0834
H -2.0939 1.1563 -0.8018
H -2.6638 -0.2101 -1.7897
H -0.2576 1.4018 1.2407
H -1.4708 -0.4846 -0.4992
H 1.0056 -1.4299 2.2534
H 2.6816 0.5035 0.2663
H 2.5942 -0.9228 -0.8107
H 1.8844 0.6188 -1.3293
```

Atom charges from the natural (NBO) analysis, given in e for atoms 1 to 8: number 1, C, carries -0.86; number 2, C, carries -0.07; number 3, C, carries -0.07; number 4, N, carries -0.45; number 5, C, carries -0.43; number 6, H, carries 0.21; number 7, H, carries 0.20; number 8, H, carries 0.21


The structure with the greatest stability is i.


i | The molecule C4H9N. Source: the OMol25 dataset; level of theory: ωB97M-V/def2-TZVPD.

Results
SMILES ... C1CCNC1
Kohn-Sham gap ... 10.17 eV
E_HOMO ... -9.06 eV

XYZ file:
```
14
C4H9N (ωB97M-V/def2-TZVPD)
C -0.4826 1.0219 -0.1772
C 1.0537 0.6129 0.0121
C 0.9875 -0.9426 0.1009
C -1.2869 -0.2519 0.2416
H -0.6613 1.3049 -1.2475
H -0.7881 2.0353 0.3720
H 1.2818 1.0164 1.0928
H 1.8119 1.1294 -0.7331
H 1.2678 -1.2418 1.1589
H 1.6748 -1.4318 -0.6471
H -0.6149 -1.4615 -1.1497
H -2.3058 -0.2690 -0.2162
H -1.4925 -0.1562 1.3564
N -0.4454 -1.3661 -0.1638
```

Atom charges from the natural (NBO) analysis, given in e for atoms 1 to 8: number 1, C, carries -0.42; number 2, C, carries -0.44; number 3, C, carries -0.25; number 4, C, carries -0.24; number 5, H, carries 0.20; number 6, H, carries 0.21; number 7, H, carries 0.20; number 8, H, carries 0.22


ii | The molecule C4H9N. Source: the OMol25 dataset; level of theory: ωB97M-V/def2-TZVPD.

Results
SMILES ... C=C(C)CN
Kohn-Sham gap ... 10.05 eV
E_HOMO ... -8.98 eV

XYZ file:
```
14
C4H9N (ωB97M-V/def2-TZVPD)
C -0.7714 0.5726 -1.4364
C -0.4910 0.0487 -0.0779
C -1.4259 -0.1501 0.8166
C 0.9316 -0.3275 -0.0028
H -0.1380 0.1614 -2.2683
H -1.8126 0.6096 -1.6182
H -0.3794 1.6257 -1.4906
H -1.1572 -0.7015 1.6685
H -2.4777 0.0399 0.7889
H 1.0070 -1.3355 -0.4536
H 1.5912 0.3166 -0.6853
H 2.3415 -0.8162 1.3896
H 1.3516 0.3916 1.9566
N 1.4302 -0.4353 1.4128
```

Atom charges from the natural (NBO) analysis, given in e for atoms 1 to 8: number 1, C, carries -0.64; number 2, C, carries 0.00; number 3, C, carries -0.42; number 4, C, carries -0.25; number 5, H, carries 0.22; number 6, H, carries 0.22; number 7, H, carries 0.21; number 8, H, carries 0.20


iii | The molecule C4H9N. Source: the OMol25 dataset; level of theory: ωB97M-V/def2-TZVPD.

Results
SMILES ... CC1(C)CN1
Kohn-Sham gap ... 10.05 eV
E_HOMO ... -8.99 eV

XYZ file:
```
14
C4H9N (ωB97M-V/def2-TZVPD)
C 1.1326 -1.0273 -0.0124
C 0.0973 -0.0200 -0.0858
C 0.7571 1.3069 -0.0580
C -1.0369 -0.0651 0.7213
H 0.7456 -1.9986 -0.1576
H 2.0987 -0.9226 -0.6838
H 1.7579 -0.7840 1.0037
H 1.3924 1.3699 -1.0601
H -0.0482 1.9700 0.0472
H 1.5422 1.2106 0.9066
H -1.0786 -1.0332 1.3214
H -1.6430 0.7998 1.4338
H -1.8720 0.3246 -1.4288
N -1.2278 -0.3006 -0.6819
```

Atom charges from the natural (NBO) analysis, given in e for atoms 1 to 8: number 1, C, carries -0.60; number 2, C, carries -0.01; number 3, C, carries -0.58; number 4, C, carries -0.21; number 5, H, carries 0.23; number 6, H, carries 0.22; number 7, H, carries 0.21; number 8, H, carries 0.21


iv | The molecule C4H9N. Source: the OMol25 dataset; level of theory: ωB97M-V/def2-TZVPD.

Results
SMILES ... C[C@H]1CN1C
Kohn-Sham gap ... 10.27 eV
E_HOMO ... -9.00 eV

XYZ file:
```
14
C4H9N (ωB97M-V/def2-TZVPD)
C 1.8379 -0.2374 -0.6178
C 0.6050 0.2143 0.1202
C -0.4399 1.0635 -0.5009
N -0.6724 -0.3520 -0.2719
C -1.6099 -0.7022 0.7893
H 2.6473 0.4919 -0.5005
H 2.1907 -1.2041 -0.2420
H 1.6208 -0.3491 -1.6835
H 0.7469 0.3756 1.1916
H -0.3548 1.3626 -1.5449
H -0.9569 1.7827 0.1367
H -1.1689 -0.6098 1.7934
H -2.4981 -0.0641 0.7463
H -1.9336 -1.7386 0.6569
```

Atom charges from the natural (NBO) analysis, given in e for atoms 1 to 8: number 1, C, carries -0.61; number 2, C, carries -0.07; number 3, C, carries -0.26; number 4, N, carries -0.41; number 5, C, carries -0.42; number 6, H, carries 0.21; number 7, H, carries 0.21; number 8, H, carries 0.22


The structure with the greatest stability is i.